Arrangement one

C4H5NO2 | the ωB97M-V functional and the def2-TZVPD basis

XYZ file:
```
12
Properties=species:S:1:pos:R:3:nbo_charge:R:1
C 0.45 -0.34 -0.28 -0.676
C 0.98 -0.03 1.11 -0.617
C -1.41 -0.57 -0.20 0.792
N -1.93 0.41 -0.96 -0.632
C -0.88 1.08 -1.27 0.928
O -1.82 -1.41 0.50 -0.500
O -0.40 2.03 -1.75 -0.424
H 0.54 -1.40 -0.53 0.240
H 1.12 0.10 -1.03 0.250
H 0.46 -0.60 1.88 0.222
H 2.03 -0.30 1.20 0.213
H 0.87 1.03 1.33 0.205
```

Frontier orbital gap ... 9.47 eV
Lowest unoccupied orbital energy ... -0.29 eV
HOMO ... -0.3586 hartree

Arrangement two

C4H5NO2 | the ωB97M-V functional and the def2-TZVPD basis

XYZ file:
```
12
Properties=species:S:1:pos:R:3:nbo_charge:R:1
N 0.30 -0.44 -0.71 0.091
C -0.45 0.14 0.43 0.118
C 1.63 0.39 0.12 0.187
C 0.72 0.72 1.07 -0.405
C -1.73 -0.07 0.70 -0.389
O 1.01 0.58 -1.37 -0.437
O -0.40 -1.30 -1.56 -0.556
H -0.11 -1.06 -2.46 0.480
H 2.70 0.34 0.03 0.223
H 0.85 1.09 2.06 0.246
H -2.18 0.33 1.60 0.215
H -2.33 -0.73 0.09 0.227
```

Frontier orbital gap ... 8.58 eV
Lowest unoccupied orbital energy ... 0.49 eV
HOMO ... -0.2972 hartree

Arrangement three

C4H5NO2 | the ωB97M-V functional and the def2-TZVPD basis

XYZ file:
```
12
Properties=species:S:1:pos:R:3:nbo_charge:R:1
O -1.88 -0.20 1.28 -0.490
C -1.69 -0.23 0.09 0.418
C -0.43 0.27 -0.56 -0.020
C 0.53 1.04 0.33 -0.305
N 1.63 0.08 0.50 -0.469
C 1.36 -1.04 -0.03 0.372
O 0.22 -1.24 -0.71 -0.503
H -2.35 -0.75 -0.62 0.124
H -0.52 0.65 -1.58 0.219
H 0.93 1.97 -0.09 0.217
H 0.10 1.28 1.32 0.235
H 2.11 -1.83 0.09 0.201
```

Frontier orbital gap ... 10.22 eV
Lowest unoccupied orbital energy ... 0.28 eV
HOMO ... -0.3652 hartree
SMILES string ... O=C[C@H]1CN=CO1

What should be chosen as the least stable of them? Choose arrangement two.

Arrangement one

C4H5NO2 | the ωB97M-V functional and the def2-TZVPD basis

XYZ file:
```
12
Properties=species:S:1:pos:R:3:nbo_charge:R:1
C -0.86 -1.20 -0.26 -0.253
C -0.78 0.02 -0.79 -0.382
C 0.41 0.43 -1.58 0.394
O 1.33 -0.32 -1.83 -0.531
H -1.68 -1.51 0.38 0.206
H -0.06 -1.92 -0.44 0.218
H -1.53 0.78 -0.59 0.214
H 0.43 1.48 -1.91 0.121
N 0.42 -0.27 1.99 -0.767
C 0.61 0.79 1.38 0.874
O 0.78 1.79 0.81 -0.498
H 0.94 -0.06 2.84 0.404
```

Frontier orbital gap ... 10.22 eV
Lowest unoccupied orbital energy ... 0.32 eV
HOMO ... -0.3640 hartree
SMILES string ... C=CC=O.N=C=O

Arrangement two

C4H5NO2 | the ωB97M-V functional and the def2-TZVPD basis

XYZ file:
```
12
Properties=species:S:1:pos:R:3:nbo_charge:R:1
O 1.79 -1.69 -0.72 -0.527
C 1.03 -0.90 -0.23 0.795
C 0.46 0.33 -0.90 -0.547
C -0.97 0.57 -0.42 -0.253
N -1.05 0.59 1.04 -0.441
C -0.27 -0.20 1.64 0.385
O 0.63 -1.08 1.07 -0.512
H 1.09 1.18 -0.61 0.241
H 0.53 0.20 -1.98 0.250
H -1.64 -0.22 -0.78 0.207
H -1.35 1.52 -0.81 0.215
H -0.26 -0.29 2.72 0.185
```

Frontier orbital gap ... 11.44 eV
Lowest unoccupied orbital energy ... 0.79 eV
HOMO ... -0.3912 hartree
SMILES string ... O=C1CCN=CO1

What should be chosen as the least stable of them? Choose arrangement one.

Arrangement one

C4H5NO2 | the ωB97M-V functional and the def2-TZVPD basis

XYZ file:
```
12
Properties=species:S:1:pos:R:3:nbo_charge:R:1
O 0.46 -0.81 2.43 -0.506
C 0.87 -0.77 1.30 0.425
C -0.09 -0.68 0.12 -0.050
C -0.93 0.65 0.20 -0.261
N -0.63 1.31 -1.09 -0.456
C 0.25 0.60 -1.67 0.377
O 0.67 -0.56 -1.09 -0.494
H 1.94 -0.73 1.02 0.126
H -0.68 -1.60 0.05 0.216
H -2.00 0.50 0.33 0.219
H -0.58 1.26 1.01 0.211
H 0.73 0.84 -2.61 0.194
```

Frontier orbital gap ... 10.61 eV
Lowest unoccupied orbital energy ... 0.66 eV
HOMO ... -0.3660 hartree
SMILES string ... O=C[C@H]1CN=CO1

Arrangement two

C4H5NO2 | the ωB97M-V functional and the def2-TZVPD basis

XYZ file:
```
12
Properties=species:S:1:pos:R:3:nbo_charge:R:1
O 1.42 0.91 1.40 -0.662
C 0.47 0.21 0.69 0.110
C 0.07 0.31 -0.59 0.245
O 0.47 1.12 -1.61 -0.655
C -1.01 -0.71 -0.80 -0.309
N -1.16 -1.38 0.47 -0.392
C -0.32 -0.85 1.28 0.051
H 1.90 1.51 0.82 0.471
H 1.13 1.75 -1.31 0.473
H -1.96 -0.25 -1.08 0.236
H -0.76 -1.44 -1.57 0.235
H -0.23 -1.17 2.30 0.199
```

Frontier orbital gap ... 8.52 eV
Lowest unoccupied orbital energy ... 0.14 eV
HOMO ... -0.3079 hartree
SMILES string ... OC1=C(O)CN=C1

Arrangement three

C4H5NO2 | the ωB97M-V functional and the def2-TZVPD basis

XYZ file:
```
12
Properties=species:S:1:pos:R:3:nbo_charge:R:1
O -1.80 2.13 0.60 -0.447
C -1.65 1.50 -0.40 0.344
C -0.72 0.28 -0.52 0.593
O -0.95 -0.54 -1.37 -0.526
N 0.33 0.26 0.43 -0.477
C 1.52 -0.46 -0.06 -0.243
C 0.65 -1.09 0.94 -0.235
H -2.21 1.71 -1.33 0.129
H 2.45 0.01 0.23 0.214
H 1.45 -0.82 -1.08 0.218
H -0.01 -1.88 0.59 0.215
H 0.94 -1.10 1.98 0.216
```

Frontier orbital gap ... 9.66 eV
Lowest unoccupied orbital energy ... -0.40 eV
HOMO ... -0.3698 hartree
SMILES string ... O=CC(=O)N1CC1

What should be chosen as the least stable of them? Choose arrangement three.

Arrangement one

C4H7NO | the ωB97M-V functional and the def2-TZVPD basis

XYZ file:
```
13
Properties=species:S:1:pos:R:3:nbo_charge:R:1
N -2.59 1.71 -0.48 -0.323
C -1.81 0.87 -0.30 0.280
C -0.77 -0.10 -0.06 -0.383
C 0.61 0.37 -0.57 -0.393
C -0.09 -0.76 -1.23 -0.382
H -0.96 -0.74 0.80 0.256
H 1.54 0.14 -0.06 0.250
H 0.57 1.36 -1.01 0.231
H 0.31 -1.74 -0.97 0.230
H -0.50 -0.67 -2.23 0.231
O 1.30 -0.54 2.05 -0.940
H 1.86 0.19 2.34 0.470
H 0.52 -0.09 1.72 0.470
```

Frontier orbital gap ... 11.66 eV
Lowest unoccupied orbital energy ... 0.75 eV
HOMO ... -0.4009 hartree
SMILES string ... N#CC1CC1.O

Arrangement two

C4H7NO | the ωB97M-V functional and the def2-TZVPD basis

XYZ file:
```
13
Properties=species:S:1:pos:R:3:nbo_charge:R:1
O -1.16 2.41 -1.06 -0.580
C -1.21 1.52 -0.23 0.540
N -0.15 1.09 0.54 -0.647
C 0.08 -0.31 0.80 -0.072
C 1.28 -0.83 0.01 -0.421
C -0.09 -1.16 -0.47 -0.426
H -2.14 0.96 0.07 0.111
H 0.63 1.73 0.60 0.397
H -0.15 -0.76 1.80 0.214
H 1.85 -0.09 -0.54 0.218
H 1.88 -1.70 0.31 0.223
H -0.35 -2.22 -0.47 0.223
H -0.46 -0.65 -1.35 0.221
```

Frontier orbital gap ... 10.90 eV
Lowest unoccupied orbital energy ... 1.12 eV
HOMO ... -0.3596 hartree
SMILES string ... O=CNC1CC1

Arrangement three

C4H7NO | the ωB97M-V functional and the def2-TZVPD basis

XYZ file:
```
13
Properties=species:S:1:pos:R:3:nbo_charge:R:1
C 1.83 0.39 -0.41 -0.648
C 0.44 0.16 0.21 -0.098
N -1.24 0.88 0.37 -0.554
C -1.70 -0.52 0.30 -0.344
C -0.50 -0.63 -0.60 0.530
O -0.50 -0.77 -1.80 -0.549
H 2.43 1.16 0.09 0.222
H 1.81 0.56 -1.49 0.241
H 2.40 -0.55 -0.27 0.237
H 0.53 -0.07 1.26 0.197
H -1.24 1.21 1.33 0.354
H -2.62 -0.74 -0.25 0.224
H -1.65 -1.08 1.25 0.189
```

Frontier orbital gap ... 10.29 eV
Lowest unoccupied orbital energy ... 0.67 eV
HOMO ... -0.3534 hartree

Arrangement four

C4H7NO | the ωB97M-V functional and the def2-TZVPD basis

XYZ file:
```
13
Properties=species:S:1:pos:R:3:nbo_charge:R:1
C -0.35 -0.65 -1.97 -0.669
C -0.37 -0.09 -0.59 0.546
N -1.03 -0.50 0.42 -0.477
C -0.42 0.18 1.58 -0.275
C 0.90 0.70 1.01 -0.093
O 0.61 0.84 -0.39 -0.508
H -1.28 -1.19 -2.19 0.237
H 0.47 -1.38 -1.96 0.236
H -0.14 0.10 -2.73 0.234
H -1.07 0.98 1.97 0.194
H -0.27 -0.55 2.39 0.207
H 1.67 -0.09 1.05 0.170
H 1.28 1.64 1.40 0.199
```

Frontier orbital gap ... 10.56 eV
Lowest unoccupied orbital energy ... 1.04 eV
HOMO ... -0.3496 hartree
SMILES string ... CC1=NCCO1

What should be chosen as the least stable of them? Choose arrangement three.

Arrangement one

C4H7NO | the ωB97M-V functional and the def2-TZVPD basis

XYZ file:
```
13
Properties=species:S:1:pos:R:3:nbo_charge:R:1
C 1.64 0.43 1.60 -0.425
C 0.38 0.16 1.25 -0.220
C -0.13 0.04 -0.12 0.159
O 0.74 0.28 -1.17 -0.698
C -1.29 -0.68 -0.38 -0.133
N -1.65 -0.89 -1.67 -0.808
H 1.90 0.58 2.64 0.211
H 2.45 0.51 0.89 0.180
H -0.40 0.11 2.00 0.225
H 1.48 0.82 -0.87 0.483
H -1.50 0.45 0.14 0.253
H -2.61 -1.11 -1.88 0.390
H -1.01 -0.69 -2.43 0.382
```

Frontier orbital gap ... 8.70 eV
Lowest unoccupied orbital energy ... 0.78 eV
HOMO ... -0.2910 hartree
SMILES string ... C=C/C(O)=C/N

Arrangement two

C4H7NO | the ωB97M-V functional and the def2-TZVPD basis

XYZ file:
```
13
Properties=species:S:1:pos:R:3:nbo_charge:R:1
C -1.68 -0.71 -0.07 -0.628
C -0.52 0.10 -0.54 -0.127
O -0.05 0.96 0.51 -0.515
C 1.34 1.02 0.33 -0.137
C 1.65 -0.22 -0.46 0.225
N 2.07 -1.18 -0.95 -0.338
H -2.51 -0.11 0.28 0.212
H -2.00 -1.33 -0.91 0.217
H -1.35 -1.37 0.75 0.213
H -0.74 0.74 -1.41 0.175
H 0.35 -0.80 -0.89 0.275
H 1.88 0.99 1.28 0.225
H 1.66 1.91 -0.23 0.204
```

Frontier orbital gap ... 10.51 eV
Lowest unoccupied orbital energy ... 0.89 eV
HOMO ... -0.3533 hartree
SMILES string ... CCOCC#N

Arrangement three

C4H7NO | the ωB97M-V functional and the def2-TZVPD basis

XYZ file:
```
13
Properties=species:S:1:pos:R:3:nbo_charge:R:1
C -0.63 -0.26 1.38 -0.403
C 0.68 -0.04 -0.03 -0.134
C 0.30 -1.01 -1.03 -0.278
N -0.89 -0.52 -0.35 -0.482
C 0.97 1.34 -0.38 0.332
O 1.83 1.67 -1.19 -0.553
H -1.71 -0.09 1.52 0.182
H -0.36 -1.24 1.75 0.231
H -0.11 0.52 1.95 0.206
H 0.34 -0.66 -2.07 0.225
H 0.49 -2.07 -0.90 0.202
H -1.34 0.25 -0.85 0.374
H 0.43 2.11 0.20 0.098
```

Frontier orbital gap ... 8.59 eV
Lowest unoccupied orbital energy ... 0.60 eV
HOMO ... -0.2937 hartree

Arrangement four

C4H7NO | the ωB97M-V functional and the def2-TZVPD basis

XYZ file:
```
13
Properties=species:S:1:pos:R:3:nbo_charge:R:1
C 1.53 0.20 -0.26 -0.614
C 0.37 0.40 0.71 -0.408
C -0.84 -0.27 0.09 0.005
O -1.88 -0.54 1.00 -0.672
C -1.35 0.38 -1.13 0.251
N -1.72 0.80 -2.14 -0.305
H 2.46 0.62 0.13 0.222
H 1.68 -0.87 -0.44 0.201
H 1.31 0.68 -1.22 0.219
H 0.18 1.46 0.92 0.220
H 0.55 -0.10 1.67 0.218
H -0.50 -1.27 -0.25 0.188
H -1.80 -1.49 0.92 0.474
```

Frontier orbital gap ... 11.80 eV
Lowest unoccupied orbital energy ... 0.47 eV
HOMO ... -0.4162 hartree
SMILES string ... CC[C@@H](O)C#N

What should be chosen as the least stable of them? Choose arrangement three.

Arrangement one

C4H7NO | the ωB97M-V functional and the def2-TZVPD basis

XYZ file:
```
13
Properties=species:S:1:pos:R:3:nbo_charge:R:1
C 1.36 0.20 -0.45 -0.677
C 0.55 -0.51 1.61 0.150
C -0.20 0.66 -0.43 -0.488
C -1.17 -0.40 0.03 0.551
N -2.20 -0.80 -0.57 -0.646
O -0.59 -1.02 1.13 -0.537
H 2.14 0.36 0.33 0.263
H 1.67 0.87 -1.23 0.238
H 1.51 -0.83 -0.79 0.238
H 0.42 0.59 1.76 0.064
H -0.40 1.57 0.16 0.239
H -0.42 0.90 -1.46 0.243
H -2.66 -1.59 -0.11 0.361
```

Frontier orbital gap ... 8.72 eV
Lowest unoccupied orbital energy ... 0.08 eV
HOMO ... -0.3175 hartree

Arrangement two

C4H7NO | the ωB97M-V functional and the def2-TZVPD basis

XYZ file:
```
13
Properties=species:S:1:pos:R:3:nbo_charge:R:1
C -1.63 -0.08 -0.32 -0.607
C -0.39 -0.14 0.57 -0.169
N 0.63 -1.08 0.02 -0.609
C 1.50 0.04 -0.42 -0.354
C 0.59 1.01 0.33 0.594
O 0.66 2.16 0.67 -0.505
H -2.09 -1.07 -0.37 0.223
H -1.36 0.22 -1.33 0.210
H -2.35 0.63 0.07 0.219
H -0.65 -0.31 1.62 0.208
H 1.09 -1.58 0.78 0.358
H 1.47 0.17 -1.51 0.215
H 2.55 0.02 -0.10 0.216
```

Frontier orbital gap ... 10.58 eV
Lowest unoccupied orbital energy ... 0.91 eV
HOMO ... -0.3555 hartree
SMILES string ... C[C@H]1NCC1=O

What should be chosen as the least stable of them? Choose arrangement one.